Computed, not measured: C23H20LiN5O9S as an isolated structure, with the ωB97M-V functional and the def2-TZVPD basis.

Structure (XYZ):
```
59
C23H20LiN5O9S the ωB97M-V functional and the def2-TZVPD basis
Li 0.24191 -0.49901 0.03956
O -2.51357 2.22205 -0.61745
C -1.57940 1.47704 -0.28452
O -1.46602 0.22911 -0.41610
C -0.36072 2.16425 0.36323
C -0.39956 3.49101 0.76626
C 0.74469 4.04617 1.31629
C 1.89490 3.28036 1.42407
C 1.85247 1.95418 1.01403
N 0.73855 1.41743 0.50921
C 3.09387 1.05782 1.10347
O 4.19432 1.63178 1.04641
O 2.84503 -0.16040 1.31088
H -1.31757 4.04420 0.62382
H 0.74289 5.07645 1.65634
H 2.82550 3.67638 1.80693
O 4.30302 -2.26068 1.25564
C 4.35813 -2.71586 0.01657
O 5.00576 -3.69350 -0.29247
C 3.57067 -1.89267 -0.95405
C 4.00397 -0.72054 -1.51394
N 2.94505 -0.18332 -2.15100
N 1.82955 -0.92258 -2.01933
C 2.20499 -1.97825 -1.31055
C 1.11212 -2.92365 -0.82813
O 1.04055 -4.07102 -1.26465
O 0.35823 -2.37121 0.04456
H 3.72717 -1.40244 1.30221
H 4.94402 -0.20042 -1.42369
H 2.87996 0.71959 -2.57759
C -3.18903 -5.77728 -1.38489
C -2.81272 -4.99807 -0.13210
C -2.53699 -3.53202 -0.44814
N -2.21574 -2.73759 0.72170
C -3.05733 -2.21806 1.61096
S -2.59639 -1.37184 2.95478
N -4.39285 -2.48996 1.25337
C -5.57632 -2.32846 1.93172
O -5.73800 -1.88043 3.04013
C -6.77326 -2.79256 1.12177
C -6.71739 -3.82820 0.19428
C -7.85972 -4.21408 -0.49568
C -9.06178 -3.56162 -0.26807
C -9.12286 -2.53274 0.66420
C -7.98644 -2.15775 1.36223
H -3.35394 -6.83516 -1.16910
H -2.39466 -5.70861 -2.13183
H -4.10311 -5.38046 -1.83922
H -1.91135 -5.41558 0.32052
H -3.60137 -5.07668 0.62495
H -3.36088 -3.09154 -1.02937
H -1.65807 -3.46192 -1.09171
H -1.22292 -2.49165 0.71778
H -4.51237 -2.79612 0.30266
H -5.78872 -4.36134 0.02074
H -7.80654 -5.02722 -1.20883
H -9.95058 -3.85547 -0.81321
H -10.05983 -2.02073 0.84566
H -8.01254 -1.37071 2.10497
```

Calculated values
DFT total energy ... -2245.43916 hartree
Orbital gap ... 6.957 eV
Charge ... -2

***

Computed, not measured: C23H20MgN8O3 as an isolated structure, with the ωB97M-V functional and the def2-TZVPD basis.

Structure (XYZ):
```
55
C23H20MgN8O3 the ωB97M-V functional and the def2-TZVPD basis
Mg -0.15193 -0.28316 -0.09209
C -2.75398 -3.59582 -2.35103
O -2.92754 -3.80327 -0.95299
C -3.50248 -2.73827 -0.29017
C -4.73192 -2.92083 0.30155
C -5.34208 -1.89395 1.02135
C -4.69235 -0.68562 1.12517
C -3.42431 -0.48154 0.56516
C -2.84502 0.84868 0.65395
N -1.59780 1.05627 0.48838
N -1.18544 2.38416 0.33415
C -0.21724 2.41433 -0.55068
O 0.31179 1.39420 -1.12665
C 0.35285 3.76526 -0.85861
C -0.11067 4.90809 -0.21129
C 0.45765 6.14206 -0.48649
C 1.48626 6.24655 -1.41293
C 1.94566 5.11135 -2.06537
C 1.38222 3.87438 -1.78845
C -2.77811 -1.51704 -0.16930
O -1.60205 -1.42227 -0.72297
H -2.51003 -4.56609 -2.77973
H -1.95434 -2.87959 -2.54192
H -3.68203 -3.22873 -2.79879
H -5.21156 -3.88465 0.18442
H -6.31166 -2.04356 1.47568
H -5.15723 0.13748 1.65590
H -3.51040 1.70370 0.78410
H -0.91754 4.81548 0.50231
H 0.09361 7.02655 0.02083
H 1.92444 7.21272 -1.62848
H 2.74428 5.18882 -2.79190
H 1.72771 2.97642 -2.28173
N 1.91060 2.21170 1.50127
C 2.57688 1.12574 1.10878
N 3.90320 1.21778 1.00191
C 4.52965 0.07507 0.74877
N 5.85841 0.11541 0.57226
N 3.94740 -1.14295 0.69608
C 2.63457 -1.10640 0.77126
N 1.87607 -0.01849 0.90448
C 1.89388 -2.39989 0.73383
C 2.55111 -3.61505 0.65588
C 1.78242 -4.76964 0.68224
C 0.40589 -4.66135 0.78506
C -0.16437 -3.39702 0.83543
N 0.56761 -2.28727 0.81474
H 2.39821 3.09114 1.48016
H 0.90054 2.22927 1.48263
H 6.33656 0.99202 0.67036
H 6.36791 -0.73963 0.45172
H 3.62730 -3.63727 0.58119
H 2.25446 -5.74142 0.62246
H -0.23237 -5.53261 0.80633
H -1.23470 -3.27122 0.88178
```

Calculated values
DFT total energy ... -1752.53454 hartree
Orbital gap ... 6.886 eV

***

Computed, not measured: one molecule with the formula C23H20N2O2S, with the ωB97M-V functional and the def2-TZVPD basis.

Structure (XYZ):
```
48
C23H20N2O2S the ωB97M-V functional and the def2-TZVPD basis
C -2.26220 -2.35047 -1.72540
C -2.99114 -1.19323 -1.11675
C -3.79428 -0.36163 -1.87777
C -4.44868 0.72170 -1.31317
C -4.30542 0.97327 0.03696
C -3.50716 0.15579 0.82152
C -2.84502 -0.92394 0.25348
O -2.03966 -1.79943 0.93764
C -1.59381 -1.46967 2.23260
C -0.55816 -0.34569 2.19260
N 0.53719 -0.74934 1.34303
C 1.76608 -0.19971 1.44572
O 2.04498 0.63125 2.28779
C 2.77781 -0.75488 0.49129
C 3.99385 -1.16567 1.02574
C 4.97873 -1.70712 0.22149
C 4.76333 -1.83470 -1.14063
C 3.57712 -1.39391 -1.69571
C 2.59306 -0.84378 -0.88759
S 1.10458 -0.27699 -1.69498
C 0.78104 1.27132 -0.89369
C -0.54891 1.62450 -0.70700
C -0.87442 2.81146 -0.07812
C 0.12617 3.65833 0.37635
C 1.45079 3.33496 0.16218
C 1.79395 2.14972 -0.49111
C 3.16128 1.91808 -0.76187
N 4.27380 1.80290 -1.01579
H -2.64344 -2.56478 -2.72000
H -2.36706 -3.23388 -1.09959
H -1.19857 -2.12310 -1.80542
H -3.90394 -0.56400 -2.93324
H -5.06639 1.36087 -1.92519
H -4.81488 1.80897 0.49352
H -3.41550 0.37314 1.87436
H -2.42427 -1.20520 2.89653
H -1.12977 -2.38742 2.60466
H -1.01259 0.57525 1.80358
H -0.16269 -0.13984 3.19025
H 0.30997 -1.38581 0.59249
H 4.14567 -1.05166 2.08845
H 5.91465 -2.02289 0.65582
H 5.52667 -2.25529 -1.77704
H 3.40948 -1.45430 -2.76016
H -1.32306 0.95703 -1.05352
H -1.91412 3.06386 0.06693
H -0.12688 4.57374 0.88844
H 2.24180 3.99216 0.49034
```

Calculated values
DFT total energy ... -1546.65063 hartree
Orbital gap ... 8.742 eV
SMILES string ... Cc1ccccc1OCCNC(=O)c1ccccc1Sc1ccccc1C#N

***

Computed, not measured: one molecule with the formula C23H20N4O2, with the ωB97M-V functional and the def2-TZVPD basis.

Structure (XYZ):
```
49
C23H20N4O2 the ωB97M-V functional and the def2-TZVPD basis
C -0.01177 4.17570 2.36769
C -0.27733 2.91094 1.61248
C 0.02061 2.81760 0.25795
C -0.24805 1.66263 -0.44825
C -0.84292 0.57293 0.18220
C -1.10999 -0.64919 -0.58880
N -0.15025 -1.03873 -1.36168
N -0.23850 -2.15147 -2.08173
C 0.92680 -2.42288 -2.90359
C 2.20554 -2.33479 -2.06930
C 2.45401 -0.88603 -1.65742
O 2.63434 -0.01454 -2.47336
N 2.50565 -0.70233 -0.30365
C 2.69425 0.48432 0.39903
C 2.48631 0.48195 1.77747
C 2.70867 1.64094 2.49584
C 3.13740 2.76663 1.80966
N 3.32683 2.78185 0.50202
C 3.11238 1.68130 -0.19002
C -1.29922 -3.03474 -2.05766
O -1.26648 -4.07796 -2.68697
C -2.42783 -2.58482 -1.23778
C -3.59590 -3.34871 -1.21003
C -4.68683 -2.91483 -0.49232
C -4.63303 -1.70025 0.18950
C -3.48704 -0.93799 0.17798
C -2.35386 -1.37950 -0.51594
C -1.12202 0.65234 1.54366
C -0.83994 1.80884 2.24516
H -0.89594 4.81414 2.34390
H 0.81280 4.72362 1.91904
H 0.22285 3.96593 3.40882
H 0.47868 3.65598 -0.24506
H -0.00074 1.59039 -1.49578
H 0.97836 -1.68106 -3.70638
H 0.78977 -3.42033 -3.32528
H 3.04193 -2.64633 -2.69675
H 2.14085 -3.00051 -1.20805
H 2.23748 -1.48627 0.27552
H 2.15493 -0.42078 2.27399
H 2.55641 1.66640 3.56377
H 3.34106 3.69529 2.32539
H 3.27659 1.74475 -1.25438
H -3.61299 -4.27024 -1.77174
H -5.59099 -3.50422 -0.46904
H -5.50215 -1.35151 0.72787
H -3.45896 0.01269 0.68800
H -1.53453 -0.20268 2.06097
H -1.05728 1.85551 3.30305
```

Calculated values
DFT total energy ... -1258.00958 hartree
Orbital gap ... 8.413 eV
SMILES string ... Cc1ccc(-c2nn(CCC(=O)Nc3cccnc3)c(=O)c3ccccc23)cc1

***

Computed, not measured: C23H20N4O7S5Se2Sr as an isolated structure, with the ωB97M-V functional and the def2-TZVPD basis.

Structure (XYZ):
```
62
C23H20N4O7S5Se2Sr the ωB97M-V functional and the def2-TZVPD basis
Sr -0.38442 -0.18621 0.82191
O -1.51461 -4.38228 -2.81315
C -1.22759 -3.36996 -1.92338
C -0.11495 -3.52474 -1.03214
C 0.12912 -2.49625 -0.17049
N -0.74232 -1.52071 -0.33284
C -1.78919 -1.22134 -1.07494
C -2.07731 -2.22080 -1.95756
C -2.47881 0.20808 -0.79116
O -3.49427 0.45631 -1.53745
O -2.03300 1.04712 0.13092
C 1.27022 -2.30524 0.96289
O 2.07302 -3.30578 1.04861
O 1.37096 -1.22908 1.72719
H -0.85069 -5.07202 -2.65599
H 0.51954 -4.39890 -1.01682
H -2.90809 -2.13711 -2.64302
Se 1.36193 -1.17495 3.71179
Se -0.67971 -0.11264 4.32753
C -1.71735 -1.56977 3.62370
C -2.27337 -2.50956 4.49767
C -3.03223 -3.56069 3.97924
C -3.22667 -3.66224 2.60021
C -2.65546 -2.70504 1.75789
N -1.92062 -1.68790 2.28281
C 2.09008 0.47751 3.05259
C 3.01963 1.18153 3.82500
C 3.54968 2.37709 3.33583
C 3.14774 2.85493 2.08683
C 2.21680 2.12470 1.34371
N 1.71328 0.96165 1.83741
H -2.12093 -2.42517 5.56605
H -3.46948 -4.29407 4.64437
H -3.81349 -4.47305 2.18860
H -2.79731 -2.76990 0.68752
H 3.32908 0.80567 4.79181
H 4.27090 2.93120 3.92243
H 3.55309 3.78043 1.69874
H 1.89588 2.48175 0.37443
N 2.43961 -1.37764 -2.96821
C 2.90428 0.03186 -2.67227
C 2.05286 0.61270 -1.51934
O 2.23497 1.80856 -1.21657
O 1.26945 -0.29322 -1.07867
H 3.16913 -2.08581 -2.91066
H 1.85746 -1.43548 -3.80367
H 1.77966 -1.52319 -2.15856
H 2.79284 0.60676 -3.59457
H 3.95465 -0.03758 -2.37838
C -2.18498 2.48501 -3.82614
S -0.47983 3.01439 -4.10629
C -0.32375 4.20091 -2.83458
C -0.26818 3.92889 -1.50755
S -0.32973 2.43872 -0.60516
S -0.09863 5.34920 -0.46566
C -0.05533 6.55282 -1.72776
S 0.10081 8.19347 -1.44334
S -0.20407 5.87374 -3.33188
H -2.50376 1.86564 -4.66934
H -2.85450 3.34792 -3.76577
H -2.28065 1.88753 -2.91768
H -1.16139 1.18224 2.62333
```

Calculated values
DFT total energy ... -8458.31165 hartree
Orbital gap (alpha / beta) ... 2.332 / 2.340 eV
Charge ... -2

***

Computed, not measured: one molecule with the formula C23H20N6O, with the ωB97M-V functional and the def2-TZVPD basis.

Structure (XYZ):
```
50
C23H20N6O the ωB97M-V functional and the def2-TZVPD basis
C -4.36322 -0.70099 1.91465
C -3.48011 -1.15049 0.79281
C -2.09638 -1.11584 0.89902
C -1.30764 -1.61705 -0.13635
C 0.15552 -1.58910 0.03716
N 0.53904 -1.74356 1.30453
C 1.80437 -1.63236 1.63022
C 2.81174 -1.35467 0.70931
C 4.21016 -1.07759 1.17560
C 5.00851 -0.10840 0.33168
O 6.16352 -0.30889 0.03125
N 4.40097 1.04073 -0.11632
C 3.07846 1.45440 -0.03969
C 2.49970 2.09148 -1.14329
C 1.14109 2.31950 -1.12643
C 0.40135 1.96082 0.00255
C -1.05673 2.04953 0.03902
C -1.83642 1.84843 -1.10594
N -3.15276 1.92610 -1.08055
C -3.72304 2.19090 0.08485
C -2.96130 2.35618 1.23515
N -1.64300 2.28702 1.21275
C 1.11039 1.47169 1.09936
N 2.40104 1.21130 1.07447
C 2.42748 -1.28809 -0.62228
C 1.08791 -1.37402 -0.98830
C 0.71941 -1.16144 -2.42455
C -1.96582 -2.14875 -1.24335
C -3.35023 -2.10084 -1.26968
N -4.09058 -1.61530 -0.29180
H -3.84169 -0.00984 2.57069
H -4.66664 -1.56988 2.49826
H -5.26217 -0.23757 1.51764
H -1.61725 -0.71971 1.78044
H 2.02673 -1.73824 2.68391
H 4.79222 -2.00358 1.21542
H 4.16162 -0.66811 2.18781
H 4.98321 1.55524 -0.76850
H 3.10056 2.35826 -1.99956
H 0.65658 2.77645 -1.97672
H -1.39348 1.60878 -2.06323
H -4.80050 2.26667 0.08638
H -3.41080 2.56055 2.19742
H 0.59848 1.25141 2.02482
H 3.17053 -1.11574 -1.39061
H 1.47982 -0.55724 -2.91686
H -0.24147 -0.65983 -2.51234
H 0.66079 -2.11389 -2.95161
H -1.42990 -2.62202 -2.04854
H -3.90008 -2.48241 -2.12068
```

Calculated values
DFT total energy ... -1292.28123 hartree
Orbital gap ... 8.573 eV
SMILES string ... Cc1cc(-c2ncc(CC(=O)Nc3ccc(-c4cnccn4)cn3)cc2C)ccn1